Computed, not measured: a molecular structure, CH5NP2, with wB97M-V/def2-TZVPD.

Computed properties:
M, g mol⁻¹: 93.006
Energy above the lowest of the compared OMol25 structures with the same formula, charge and spin, kJ/mol: 64.00
HOMO energy, eV: -8.83
Frontier orbital gap, eV: 8.3662
Lowest unoccupied orbital energy, eV: -0.5

The geometry in ORCA input format:
```
! wB97M-V def2-TZVPD RIJCOSX def2/J DEFGRID3
* xyz 0 1
C 1.543 -0.113 -0.276
N -1.169 0.514 -0.007
P -2.689 0.145 0.074
P -0.081 -0.992 0.251
H 1.983 0.340 0.556
H 1.349 0.695 -1.032
H 2.278 -0.942 -0.674
H -3.242 1.345 -0.552
H 0.027 -0.993 1.660
*
```

Here are the natural (NBO) charges for atoms 1 to 2, given in e: C -0.905; N -1.112

***

Computed, not measured: a molecular structure, C22H28As2BrCaClF6N4O9S2, with wB97M-V/def2-TZVPD.

Computed properties:
M, g mol⁻¹: 975.886
Energy above the lowest of the compared OMol25 structures with the same formula, charge and spin, kJ/mol: 456.01
HOMO energy, eV: -8.89
Frontier orbital gap, eV: 9.4137
Lowest unoccupied orbital energy, eV: 0.5

The geometry in ORCA input format:
```
! wB97M-V def2-TZVPD RIJCOSX def2/J DEFGRID3
* xyz 0 1
Ca 0.657 -0.149 -0.850
C 3.161 1.265 2.693
As 2.254 0.140 1.321
C 1.886 -1.289 2.667
C 3.897 -0.703 0.630
C 5.118 -0.037 0.641
C 6.258 -0.626 0.112
C 6.193 -1.905 -0.417
C 4.972 -2.561 -0.464
C 3.818 -1.966 0.029
As 2.009 -2.684 -0.271
C 2.365 -4.444 0.603
C 2.180 -3.407 -2.088
H 4.011 0.726 3.107
H 2.431 1.475 3.468
H 3.477 2.209 2.251
H 2.753 -1.942 2.758
H 1.022 -1.872 2.350
H 1.677 -0.833 3.634
H 5.178 0.966 1.044
H 7.194 -0.081 0.100
H 7.080 -2.374 -0.822
H 4.918 -3.549 -0.910
H 3.226 -4.931 0.149
H 1.475 -5.060 0.480
H 2.555 -4.299 1.666
H 3.158 -3.853 -2.262
H 2.015 -2.605 -2.802
H 1.403 -4.159 -2.224
F 2.587 1.922 -4.824
C 3.142 0.977 -4.076
F 3.028 -0.193 -4.706
F 4.427 1.250 -3.913
S 2.244 0.855 -2.460
O 2.670 -0.405 -1.918
O 2.565 2.012 -1.686
N 0.746 0.798 -2.912
S -0.090 1.941 -2.193
O 0.089 3.246 -2.722
O -0.030 1.771 -0.765
C -1.785 1.487 -2.809
F -1.764 1.653 -4.132
F -2.690 2.313 -2.302
F -2.151 0.240 -2.563
O -2.558 -1.804 -0.688
Cl -1.169 -2.011 -0.533
O -0.896 -3.373 -0.228
O -0.657 -1.181 0.534
O -0.464 -1.648 -1.738
N -2.446 1.041 0.326
C -3.581 0.915 0.140
N -4.874 0.756 -0.043
C -5.388 -0.104 -1.106
C -6.556 -0.895 -0.538
O -7.544 -0.023 -0.015
C -7.038 0.768 1.043
C -5.859 1.622 0.585
H -4.594 -0.771 -1.430
H -5.739 0.516 -1.939
H -6.190 -1.570 0.245
H -7.039 -1.471 -1.325
H -6.721 0.129 1.878
H -7.861 1.407 1.362
H -5.415 2.124 1.444
H -6.215 2.367 -0.137
Br -3.094 0.819 3.836
C -1.841 2.026 3.104
C -2.181 3.351 2.910
C -1.211 4.196 2.398
C 0.049 3.682 2.134
N 0.372 2.407 2.328
C -0.567 1.586 2.787
H -3.171 3.711 3.152
H -1.431 5.240 2.224
H 0.844 4.323 1.770
H -0.293 0.544 2.909
*
```

Here are the Mulliken charges for atoms 1 to 2, given in e: Ca 0.458; C -1.536

***

energy above the lowest of the compared OMol25 structures with the same formula, charge and spin of number 2 (C22H28As2BrCaClF6N4O9S2)? 456.01 kJ/mol

***

Among the records above, which one has the lowest lowest unoccupied orbital energy? CH5NP2

***

Copy entry 1 word for word.
Computed, not measured: a molecular structure, CH5NP2, with wB97M-V/def2-TZVPD.

Computed properties:
M, g mol⁻¹: 93.006
Energy above the lowest of the compared OMol25 structures with the same formula, charge and spin, kJ/mol: 64.00
HOMO energy, eV: -8.83
Frontier orbital gap, eV: 8.3662
Lowest unoccupied orbital energy, eV: -0.5

The geometry in ORCA input format:
```
! wB97M-V def2-TZVPD RIJCOSX def2/J DEFGRID3
* xyz 0 1
C 1.543 -0.113 -0.276
N -1.169 0.514 -0.007
P -2.689 0.145 0.074
P -0.081 -0.992 0.251
H 1.983 0.340 0.556
H 1.349 0.695 -1.032
H 2.278 -0.942 -0.674
H -3.242 1.345 -0.552
H 0.027 -0.993 1.660
*
```

Here are the natural (NBO) charges for atoms 1 to 2, given in e: C -0.905; N -1.112